# 1
{
  "formula": "C36H39N6O8S4Sr",
  "method": "ωB97M-V/def2-TZVPD",
  "species": ["Sr", "O", "C", "O", "C", "C", "C", "C", "C", "N", "C", "O", "O", "H", "H", "H", "H", "H", "N", "C", "C", "C", "C", "N", "H", "H", "H", "H", "H", "H", "H", "H", "H", "H", "H", "H", "O", "C", "S", "C", "C", "S", "S", "S", "C", "O", "C", "C", "C", "C", "C", "C", "N", "C", "N", "C", "C", "C", "C", "C", "C", "O", "C", "N", "C", "C", "C", "C", "C", "C", "O", "C", "H", "H", "H", "H", "H", "H", "H", "H", "H", "H", "H", "H", "H", "H", "H", "H", "H", "H", "H", "H", "H", "H"],
  "xyz": [[0.477, 0.939, -1.343], [2.401, 1.268, 2.883], [2.068, 1.690, 1.667], [0.968, 2.060, 1.391], [3.217, 1.585, 0.686], [4.551, 1.448, 1.089], [5.521, 1.248, 0.048], [5.161, 1.207, -1.248], [3.746, 1.391, -1.573], [2.813, 1.565, -0.550], [3.188, 1.344, -2.878], [4.040, 1.300, -3.953], [1.954, 1.292, -3.119], [1.566, 1.244, 3.374], [4.816, 1.473, 2.140], [6.565, 1.104, 0.309], [5.908, 0.991, -2.000], [4.927, 1.490, -3.648], [-1.713, 0.248, -3.095], [-2.050, -1.103, -3.618], [-1.287, -1.424, -4.905], [0.230, -1.265, -4.769], [0.848, -2.278, -3.804], [2.050, -1.710, -3.158], [-2.475, 0.608, -2.540], [-1.577, 0.896, -3.863], [-3.117, -1.201, -3.820], [-1.818, -1.849, -2.857], [-1.637, -0.741, -5.691], [-1.548, -2.438, -5.233], [0.454, -0.254, -4.428], [0.707, -1.353, -5.750], [1.044, -3.205, -4.338], [0.145, -2.528, -3.005], [2.677, -1.329, -3.853], [2.565, -2.417, -2.652], [-2.032, 7.894, -5.796], [-1.667, 6.777, -5.498], [-0.863, 6.378, -3.978], [-0.674, 4.644, -4.227], [-1.188, 4.146, -5.479], [-1.155, 2.599, -6.100], [-1.897, 5.361, -6.531], [0.133, 3.866, -2.995], [-0.562, 1.770, 4.513], [-0.176, 0.474, 4.045], [-0.693, -0.596, 4.684], [-1.256, -0.523, 5.952], [-1.695, -1.680, 6.593], [-1.571, -2.910, 5.963], [-1.043, -2.970, 4.674], [-0.616, -1.826, 4.011], [-0.048, -1.914, 2.717], [-0.421, -1.170, 1.598], [-1.537, -0.457, 1.827], [-2.114, 0.721, 1.218], [-1.629, 1.320, 0.075], [-2.275, 2.538, -0.241], [-3.328, 3.084, 0.484], [-3.801, 2.415, 1.615], [-3.175, 1.235, 1.974], [-3.520, 0.519, 3.098], [-4.700, 0.923, 3.762], [0.246, -1.244, 0.471], [1.297, -2.211, 0.420], [2.615, -1.876, 0.757], [3.673, -2.759, 0.619], [3.420, -4.052, 0.160], [2.119, -4.428, -0.125], [1.055, -3.533, 0.005], [-0.150, -4.085, -0.321], [-1.418, -3.428, -0.101], [-0.260, 2.477, 3.743], [-0.069, 2.012, 5.458], [-1.644, 1.833, 4.632], [-1.321, 0.435, 6.460], [-2.120, -1.610, 7.590], [-1.902, -3.821, 6.457], [-0.967, -3.922, 4.154], [0.522, -2.714, 2.519], [-1.954, -0.645, 2.716], [-1.921, 3.121, -1.104], [-3.781, 4.029, 0.191], [-4.621, 2.819, 2.197], [-4.886, 0.201, 4.551], [-5.552, 0.942, 3.080], [-4.588, 1.915, 4.204], [2.799, -0.870, 1.118], [4.680, -2.435, 0.863], [4.227, -4.768, 0.039], [1.885, -5.432, -0.470], [-2.160, -4.073, -0.559], [-1.470, -2.447, -0.543], [-1.636, -3.344, 0.965]],
  "multiplicity": 1,
  "fmax_ha_per_bohr": 0.0466,
  "de_lowest_kcal_mol": 47.1,
  "lumo_ev": [1.84, 2.01],
  "homo_lumo_gap_ev": [5.3, 5.9],
  "total_charge": -1
}


# 2
{
  "formula": "C9H10CeCl3NO2",
  "method": "ωB97M-V/def2-TZVPD",
  "species": ["C", "C", "C", "C", "C", "Ce", "N", "C", "C", "H", "H", "H", "H", "H", "H", "H", "H", "H", "H", "Cl", "C", "Cl", "Cl", "C", "O", "O"],
  "xyz": [[-0.245, 2.444, -0.962], [-1.479, 1.898, -0.468], [-1.977, 0.963, -1.438], [-1.051, 0.930, -2.539], [0.028, 1.840, -2.241], [0.181, -0.027, -0.556], [0.791, 0.800, 1.543], [0.445, 1.204, 2.931], [-0.999, 1.073, 3.050], [-2.911, 0.402, -1.360], [-1.953, 2.151, 0.482], [-1.148, 0.323, -3.440], [0.903, 2.026, -2.863], [0.383, 3.165, -0.441], [-1.612, 1.922, 2.776], [0.714, 2.259, 3.139], [1.784, 1.010, 1.422], [-1.412, 0.082, 3.173], [0.928, 0.533, 3.673], [1.354, -4.650, -2.567], [1.442, -4.166, -0.860], [0.477, -5.235, 0.165], [3.123, -4.082, -0.285], [0.872, -2.697, -0.794], [1.542, -1.781, -1.406], [-0.181, -2.387, -0.135]],
  "multiplicity": 2,
  "fmax_ha_per_bohr": 0.1104,
  "de_lowest_kcal_mol": 14.8,
  "lumo_ev": [2.31, 2.31],
  "s_squared": 0.7515,
  "homo_lumo_gap_ev": [3.1, 3.2],
  "total_charge": -1
}